[1]
The following is a quantum chemistry calculation of one molecule with the formula C5H7NO, from the OMol25 dataset.

- Kohn-Sham gap (spin up / spin down) (eV) = 7.173 / 7.172
- LUMO energy (spin up / spin down) (eV) = -0.24 / -0.25
- 2S+1 = 1
- HOMO (spin up / spin down) (eV) = -7.418 / -7.417

Cartesian coordinates (Å):
O (-1.298, -1.915, -0.298)
C (-0.463, -1.559, -1.197)
C (0.694, -0.870, -0.944)
C (0.991, 0.905, 0.444)
C (-0.379, 1.406, 0.259)
C (-0.292, 0.136, 1.136)
N (1.053, -0.471, 0.387)
H (-0.700, -1.705, -2.265)
H (1.379, -0.487, -1.687)
H (1.720, 1.448, 1.048)
H (-0.939, 1.293, -0.662)
H (-0.586, 2.327, 0.799)
H (-0.986, -0.738, 0.764)
H (-0.194, 0.228, 2.215)

The Mulliken scheme yields these atomic charges, measured in e: atom 1 (O): -0.723, atom 2 (C): 0.076, atom 3 (C): -0.441, atom 4 (C): -0.141, atom 5 (C): -0.240, atom 6 (C): -0.349, atom 7 (N): -0.256, atom 8 (H): 0.317, atom 9 (H): 0.351, atom 10 (H): 0.249, atom 11 (H): 0.244, atom 12 (H): 0.267, atom 13 (H): 0.342, atom 14 (H): 0.305

***

[2]
The following is a quantum chemistry calculation of one molecule with the formula C5H7NO, from the OMol25 dataset.

- Kohn-Sham gap (spin up / spin down) (eV) = 7.425 / 7.426
- LUMO energy (spin up / spin down) (eV) = 0.93 / 0.93
- 2S+1 = 1
- HOMO (spin up / spin down) (eV) = -6.500 / -6.500

Cartesian coordinates (Å):
C (2.220, -0.132, 1.110)
N (0.916, -0.468, 1.139)
C (-0.095, -0.043, 0.427)
C (-0.478, 0.989, -0.603)
C (-0.999, -0.148, -1.509)
C (-1.474, -0.412, -0.058)
O (-1.827, 1.024, 0.021)
H (2.793, -0.309, 2.007)
H (2.549, 0.546, 0.337)
H (0.668, -1.165, 1.837)
H (-0.017, 1.941, -0.868)
H (-0.267, -0.830, -1.952)
H (-1.797, 0.155, -2.194)
H (-2.193, -1.147, 0.308)

The Mulliken scheme yields these atomic charges, measured in e: atom 1 (C): -0.659, atom 2 (N): -0.143, atom 3 (C): 0.006, atom 4 (C): -0.168, atom 5 (C): -0.525, atom 6 (C): -0.183, atom 7 (O): -0.485, atom 8 (H): 0.220, atom 9 (H): 0.214, atom 10 (H): 0.229, atom 11 (H): 0.490, atom 12 (H): 0.247, atom 13 (H): 0.271, atom 14 (H): 0.486

***

[3]
The following is a quantum chemistry calculation of one molecule with the formula C5H7NO, from the OMol25 dataset.

- Kohn-Sham gap (eV) = 8.992
- LUMO energy (eV) = 1.07
- 2S+1 = 1
- HOMO (eV) = -7.926

Cartesian coordinates (Å):
C (1.204, 1.866, 0.495)
C (-0.117, 1.327, 0.032)
C (-0.441, 0.053, 0.200)
N (-1.568, -0.652, -0.317)
C (-0.973, -1.894, -0.701)
C (0.269, -1.931, -0.223)
O (0.516, -0.859, 0.614)
H (1.674, 2.484, -0.277)
H (1.885, 1.045, 0.740)
H (1.088, 2.482, 1.393)
H (-0.824, 1.945, -0.506)
H (-2.357, -0.737, 0.322)
H (-1.495, -2.604, -1.324)
H (1.138, -2.527, -0.448)

The Mulliken scheme yields these atomic charges, measured in e: atom 1 (C): -0.999, atom 2 (C): -0.240, atom 3 (C): 0.280, atom 4 (N): -0.316, atom 5 (C): -0.168, atom 6 (C): -0.408, atom 7 (O): -0.385, atom 8 (H): 0.301, atom 9 (H): 0.295, atom 10 (H): 0.256, atom 11 (H): 0.371, atom 12 (H): 0.258, atom 13 (H): 0.367, atom 14 (H): 0.387

***

[4]
The following is a quantum chemistry calculation of one molecule with the formula C5H7NO, from the OMol25 dataset.

- Kohn-Sham gap (eV) = 8.896
- LUMO energy (eV) = 1.06
- 2S+1 = 1
- HOMO (eV) = -7.833

Cartesian coordinates (Å):
C (2.411, -0.062, -0.069)
C (0.935, 0.131, -0.075)
C (-0.100, -0.690, -0.392)
C (-1.299, 0.032, -0.066)
N (-2.606, -0.453, -0.214)
C (-0.900, 1.246, 0.398)
O (0.470, 1.307, 0.400)
H (2.921, 0.591, -0.782)
H (2.646, -1.098, -0.323)
H (2.819, 0.148, 0.926)
H (-0.033, -1.684, -0.818)
H (-2.624, -1.463, -0.253)
H (-3.222, -0.136, 0.522)
H (-1.418, 2.131, 0.746)

The Mulliken scheme yields these atomic charges, measured in e: atom 1 (C): -1.123, atom 2 (C): 0.373, atom 3 (C): -0.548, atom 4 (C): 0.886, atom 5 (N): -0.572, atom 6 (C): -0.740, atom 7 (O): -0.359, atom 8 (H): 0.273, atom 9 (H): 0.299, atom 10 (H): 0.287, atom 11 (H): 0.326, atom 12 (H): 0.246, atom 13 (H): 0.245, atom 14 (H): 0.407

***

[5]
The following is a quantum chemistry calculation of one molecule with the formula C5H7NO, from the OMol25 dataset.

- Kohn-Sham gap (spin up / spin down) (eV) = 9.272 / 7.215
- LUMO energy (spin up / spin down) (eV) = -1.38 / -1.80
- 2S+1 = 1
- HOMO (spin up / spin down) (eV) = -10.657 / -9.018

Cartesian coordinates (Å):
C (-1.936, 0.194, -0.011)
C (-0.620, -0.382, 0.511)
C (0.642, 0.218, -0.035)
C (2.014, -0.175, 0.374)
O (2.493, -0.054, -0.889)
C (0.722, 0.771, -1.358)
N (0.397, 1.016, -2.456)
H (-2.066, 1.239, 0.287)
H (-2.781, -0.371, 0.397)
H (-1.982, 0.140, -1.101)
H (-0.558, -0.280, 1.608)
H (-0.578, -1.465, 0.334)
H (2.476, 0.375, 1.206)
H (1.943, -1.248, 0.652)

The Mulliken scheme yields these atomic charges, measured in e: atom 1 (C): -1.265, atom 2 (C): -0.248, atom 3 (C): 0.112, atom 4 (C): -0.277, atom 5 (O): -0.396, atom 6 (C): 0.390, atom 7 (N): -0.498, atom 8 (H): 0.308, atom 9 (H): 0.359, atom 10 (H): 0.370, atom 11 (H): 0.314, atom 12 (H): 0.323, atom 13 (H): 0.263, atom 14 (H): 0.245

***

[6]
The following is a quantum chemistry calculation of C5H7NO as an isolated structure, from the OMol25 dataset.

- Kohn-Sham gap (eV) = 10.497
- LUMO energy (eV) = 0.90
- 2S+1 = 1
- HOMO (eV) = -9.600

Cartesian coordinates (Å):
C (-1.996, -0.209, -0.375)
C (-0.513, -0.030, -0.376)
C (0.464, -0.839, -0.800)
C (1.679, -0.232, -0.203)
N (2.351, -0.765, 0.729)
O (1.482, 1.143, -0.222)
C (0.204, 1.046, 0.416)
H (-2.437, 0.189, 0.546)
H (-2.465, 0.321, -1.212)
H (-2.258, -1.268, -0.450)
H (0.392, -1.847, -1.180)
H (2.829, -0.016, 1.238)
H (0.542, 0.483, 1.360)
H (-0.275, 2.024, 0.529)

The Mulliken scheme yields these atomic charges, measured in e: atom 1 (C): -1.159, atom 2 (C): 0.639, atom 3 (C): -0.602, atom 4 (C): 0.668, atom 5 (N): -0.676, atom 6 (O): -0.373, atom 7 (C): -0.741, atom 8 (H): 0.324, atom 9 (H): 0.275, atom 10 (H): 0.321, atom 11 (H): 0.379, atom 12 (H): 0.282, atom 13 (H): 0.284, atom 14 (H): 0.378

***

[7]
The following is a quantum chemistry calculation of one molecule with the formula C5H7NO, from the OMol25 dataset.

- Kohn-Sham gap (eV) = 7.627
- LUMO energy (eV) = -0.14
- 2S+1 = 1
- HOMO (eV) = -7.764

Cartesian coordinates (Å):
C (-2.025, 0.028, -0.342)
C (-0.311, -0.037, -0.085)
C (0.664, -0.840, -0.388)
C (2.022, -0.268, 0.151)
N (2.976, -1.064, -0.236)
O (1.946, 0.786, 0.822)
C (-0.801, 1.064, 0.540)
H (-2.791, 0.341, 0.375)
H (-2.217, 0.443, -1.328)
H (-2.069, -1.064, -0.328)
H (0.633, -1.775, -0.933)
H (3.852, -0.679, 0.128)
H (-1.012, 1.050, 1.606)
H (-0.867, 2.016, 0.018)

The Mulliken scheme yields these atomic charges, measured in e: atom 1 (C): -1.068, atom 2 (C): 0.443, atom 3 (C): -0.284, atom 4 (C): 0.385, atom 5 (N): -0.722, atom 6 (O): -0.725, atom 7 (C): -0.262, atom 8 (H): 0.356, atom 9 (H): 0.319, atom 10 (H): 0.374, atom 11 (H): 0.410, atom 12 (H): 0.260, atom 13 (H): 0.286, atom 14 (H): 0.228

***

[8]
The following is a quantum chemistry calculation of one molecule with the formula C5H7NO, from the OMol25 dataset.

- Kohn-Sham gap (eV) = 10.724
- LUMO energy (eV) = 0.91
- 2S+1 = 1
- HOMO (eV) = -9.812

Cartesian coordinates (Å):
C (2.618, 1.044, -0.115)
C (1.764, 0.285, -0.494)
C (0.685, -0.646, -0.817)
C (-0.202, -0.861, 0.417)
N (-0.919, 0.362, 0.774)
C (-2.147, 0.512, 0.219)
O (-2.677, -0.358, -0.445)
H (3.392, 1.708, 0.196)
H (1.098, -1.597, -1.173)
H (0.063, -0.254, -1.631)
H (-0.943, -1.629, 0.170)
H (0.376, -1.207, 1.275)
H (-0.464, 1.164, 1.201)
H (-2.643, 1.476, 0.425)

The Mulliken scheme yields these atomic charges, measured in e: atom 1 (C): 0.165, atom 2 (C): -0.455, atom 3 (C): -0.568, atom 4 (C): -0.680, atom 5 (N): -0.133, atom 6 (C): -0.006, atom 7 (O): -0.555, atom 8 (H): 0.397, atom 9 (H): 0.289, atom 10 (H): 0.267, atom 11 (H): 0.336, atom 12 (H): 0.333, atom 13 (H): 0.249, atom 14 (H): 0.361

***

[9]
The following is a quantum chemistry calculation of one molecule with the formula C5H7NO, from the OMol25 dataset.

- Kohn-Sham gap (eV) = 10.555
- LUMO energy (eV) = 0.88
- 2S+1 = 1
- HOMO (eV) = -9.676

Cartesian coordinates (Å):
C (-1.405, -0.687, -0.098)
C (-0.746, 0.236, -1.083)
C (0.313, 1.003, -0.831)
C (1.053, 1.079, 0.490)
N (1.392, -0.183, 1.109)
C (1.172, -1.359, 1.018)
O (1.009, -2.526, 1.036)
H (-2.479, -0.496, -0.037)
H (-1.268, -1.736, -0.386)
H (-1.002, -0.548, 0.907)
H (-1.183, 0.270, -2.081)
H (0.683, 1.668, -1.611)
H (0.469, 1.660, 1.215)
H (1.992, 1.619, 0.351)

The Mulliken scheme yields these atomic charges, measured in e: atom 1 (C): -1.197, atom 2 (C): 0.014, atom 3 (C): -0.325, atom 4 (C): -0.508, atom 5 (N): -0.393, atom 6 (C): 0.680, atom 7 (O): -0.493, atom 8 (H): 0.340, atom 9 (H): 0.265, atom 10 (H): 0.321, atom 11 (H): 0.357, atom 12 (H): 0.352, atom 13 (H): 0.249, atom 14 (H): 0.338

***

[10]
The following is a quantum chemistry calculation of one molecule with the formula C5H7NO, from the OMol25 dataset.

- Kohn-Sham gap (spin up / spin down) (eV) = 7.829 / 7.611
- LUMO energy (spin up / spin down) (eV) = -0.14 / -0.42
- 2S+1 = 1
- HOMO (spin up / spin down) (eV) = -7.969 / -8.029

Cartesian coordinates (Å):
O (1.543, -1.443, 0.603)
C (1.001, -0.429, 1.019)
C (-0.434, -0.493, 1.586)
C (-1.081, -0.600, 0.229)
C (-0.232, 0.004, -0.653)
C (-0.122, 1.242, -1.396)
N (0.278, -0.064, -1.984)
H (1.558, 0.526, 1.097)
H (-0.825, 0.316, 2.204)
H (-0.443, -1.429, 2.167)
H (-1.990, -1.123, -0.021)
H (0.535, 2.079, -1.228)
H (-1.109, 1.481, -1.811)
H (1.304, -0.138, -1.845)

The Mulliken scheme yields these atomic charges, measured in e: atom 1 (O): -0.526, atom 2 (C): 0.033, atom 3 (C): -0.437, atom 4 (C): -0.693, atom 5 (C): 0.414, atom 6 (C): -0.332, atom 7 (N): -0.616, atom 8 (H): 0.362, atom 9 (H): 0.276, atom 10 (H): 0.293, atom 11 (H): 0.431, atom 12 (H): 0.262, atom 13 (H): 0.229, atom 14 (H): 0.303

***

[11]
The following is a quantum chemistry calculation of one molecule with the formula C5H7NO, from the OMol25 dataset.

- Kohn-Sham gap (eV) = 9.023
- LUMO energy (eV) = 0.96
- 2S+1 = 1
- HOMO (eV) = -8.068

Cartesian coordinates (Å):
C (-1.620, 0.163, 0.739)
C (-0.351, -0.266, 0.045)
C (-0.132, -1.561, -0.252)
O (0.932, -1.738, -1.040)
C (1.568, -0.555, -1.210)
C (0.733, 0.509, -0.494)
N (0.870, 1.736, 0.256)
H (-1.942, -0.615, 1.445)
H (-2.415, 0.277, -0.010)
H (-1.545, 1.115, 1.267)
H (-0.652, -2.443, 0.060)
H (2.323, -0.870, -1.990)
H (1.146, 2.661, -0.052)
H (1.086, 1.588, 1.237)

The Mulliken scheme yields these atomic charges, measured in e: atom 1 (C): -1.125, atom 2 (C): 0.623, atom 3 (C): -0.614, atom 4 (O): -0.309, atom 5 (C): -0.365, atom 6 (C): 0.217, atom 7 (N): -0.463, atom 8 (H): 0.340, atom 9 (H): 0.241, atom 10 (H): 0.312, atom 11 (H): 0.423, atom 12 (H): 0.332, atom 13 (H): 0.187, atom 14 (H): 0.201

***

[12]
The following is a quantum chemistry calculation of one molecule with the formula C5H7NO, from the OMol25 dataset.

- Kohn-Sham gap (eV) = 8.824
- LUMO energy (eV) = 1.05
- 2S+1 = 1
- HOMO (eV) = -7.774

Cartesian coordinates (Å):
C (-1.629, -1.118, 0.182)
C (-0.317, -0.458, 0.392)
O (0.701, -1.328, 0.684)
C (1.850, -0.741, 0.306)
C (1.622, 0.504, -0.180)
C (0.202, 0.702, -0.103)
N (-0.526, 1.809, -0.580)
H (-2.377, -0.405, -0.167)
H (-1.461, -1.845, -0.622)
H (-2.008, -1.665, 1.050)
H (2.733, -1.349, 0.419)
H (2.354, 1.169, -0.614)
H (0.072, 2.578, -0.844)
H (-1.216, 2.146, 0.078)

The Mulliken scheme yields these atomic charges, measured in e: atom 1 (C): -1.100, atom 2 (C): -0.045, atom 3 (O): -0.363, atom 4 (C): -0.447, atom 5 (C): -0.540, atom 6 (C): 0.946, atom 7 (N): -0.589, atom 8 (H): 0.323, atom 9 (H): 0.262, atom 10 (H): 0.297, atom 11 (H): 0.423, atom 12 (H): 0.346, atom 13 (H): 0.246, atom 14 (H): 0.240

***

| no. | maximum force (hartree/bohr) |
| --- | --- |
| 1 | 0.01180 |
| 2 | 0.01168 |
| 3 | 0.00982 |
| 4 | 0.00648 |
| 5 | 0.04172 |
| 6 | 0.03984 |
| 7 | 0.00880 |
| 8 | 0.01098 |
| 9 | 0.01446 |
| 10 | 0.02760 |
| 11 | 0.05035 |
| 12 | 0.00639 |